1.
ORCA calculation (ωB97M-V/def2-TZVPD) on 7 unconnected molecules or ions with the total composition C42H100O23P2 in a non-equilibrium geometry.

```
167
Properties=species:S:1:pos:R:3:lowdin_charge:R:1
C 5.49651 -14.59486 -3.97660 -0.050
C 4.30846 -13.77006 -3.41082 -0.275
O 4.54302 -13.15202 -2.15113 -0.205
P 3.37157 -12.38459 -1.33101 0.506
O 2.01154 -12.90448 -1.63556 -0.260
O 3.79388 -12.63447 0.21043 -0.229
C 3.19427 -11.90084 1.37523 -0.181
C 2.87822 -12.93121 2.51384 -0.053
O 3.50153 -10.72692 -1.49743 -0.197
C 2.55263 -9.85042 -2.02113 -0.280
C 2.11521 -8.67813 -1.01279 -0.055
H 6.02912 -13.83772 -4.55208 0.073
H 6.01613 -15.02368 -3.11974 0.080
H 4.98456 -15.36653 -4.55152 0.076
H 4.07434 -12.95179 -4.09181 0.120
H 3.51376 -14.45672 -3.11916 0.110
H 3.98829 -11.16851 1.52123 0.114
H 2.32536 -11.36613 0.99158 0.098
H 2.49020 -13.82517 2.02561 0.075
H 3.68764 -13.30918 3.13839 0.070
H 2.10530 -12.53749 3.17390 0.069
H 2.92384 -9.27065 -2.86622 0.105
H 1.64186 -10.32334 -2.38849 0.106
H 1.19431 -8.23814 -1.39548 0.063
H 1.81188 -9.07285 -0.04311 0.055
H 2.85105 -7.87856 -0.92735 0.065
C 2.46893 -0.76732 -1.29596 -0.065
C 1.42489 -1.14415 -0.26196 -0.303
O 0.82237 0.07243 0.01649 -0.201
P -0.76805 0.10103 0.34922 0.551
O -1.37701 -1.20254 0.84044 -0.264
O -0.98651 1.48951 1.20457 -0.186
C -1.00530 1.36641 2.59111 -0.303
C -0.23195 2.53748 3.26791 -0.043
O -1.41278 0.50300 -1.08058 -0.187
C -1.41135 -0.37100 -2.16662 -0.289
C -2.20857 0.28233 -3.33556 -0.045
H 3.13161 -1.58346 -1.58380 0.074
H 2.13364 -0.41548 -2.27161 0.072
H 3.09841 -0.00713 -0.83338 0.082
H 0.67424 -1.90938 -0.45954 0.111
H 1.86998 -1.38977 0.70223 0.124
H -2.04792 1.27005 2.89401 0.122
H -0.52570 0.40642 2.78214 0.099
H 0.62452 2.78525 2.64088 0.079
H -0.97894 3.31502 3.42771 0.072
H 0.13124 2.20215 4.23938 0.069
H -0.38942 -0.55200 -2.49978 0.105
H -1.88120 -1.32519 -1.92816 0.114
H -3.29101 0.30461 -3.20938 0.075
H -1.80689 1.29551 -3.34982 0.071
H -2.03870 -0.22938 -4.28288 0.066
C 1.00863 13.11687 13.68382 -0.090
O 0.18335 12.82858 12.53711 -0.157
C -0.63520 11.70765 12.65111 -0.225
C -1.36722 11.35070 11.30908 -0.249
O -0.46468 11.10143 10.31686 -0.131
C -1.09376 10.82625 8.98381 -0.106
C -0.03617 11.04311 7.84110 -0.183
O 0.84077 9.90518 7.65149 -0.182
C 0.22730 8.90466 6.78299 -0.094
H 0.45070 13.11315 14.62020 0.078
H 1.36311 14.14023 13.56067 0.085
H 1.85854 12.46998 13.90125 0.083
H -1.35160 11.63241 13.46917 0.118
H -0.06266 10.80280 12.85492 0.116
H -1.94353 12.23653 11.04211 0.120
H -2.04892 10.51629 11.47384 0.123
H -2.05063 11.33878 8.88471 0.114
H -1.39587 9.78080 8.92180 0.108
H 0.66333 11.85349 8.04622 0.121
H -0.48751 11.49826 6.95950 0.114
H 0.43955 9.16714 5.74658 0.080
H -0.85380 8.79644 6.87013 0.076
H 0.66566 7.92214 6.95791 0.081
C 0.50162 9.96668 -0.05888 -0.096
O -0.65470 10.51044 0.63930 -0.183
C -1.83494 9.87063 -0.01440 -0.175
C -2.08944 8.50346 0.53383 -0.212
O -1.12595 7.50022 0.21990 -0.176
C -1.11496 7.17719 -1.18945 -0.136
C -0.03739 6.01672 -1.53144 -0.186
O -0.30960 5.32454 -2.70701 -0.179
C 0.76595 4.62433 -3.20134 -0.127
H 0.43817 10.10545 -1.13816 0.086
H 0.45221 8.91923 0.23866 0.071
H 1.47733 10.24720 0.33783 0.085
H -1.80019 9.95277 -1.10074 0.113
H -2.63649 10.53004 0.31847 0.124
H -3.13433 8.20179 0.46111 0.125
H -2.02816 8.53969 1.62150 0.131
H -1.02928 8.01449 -1.88204 0.109
H -2.11640 6.75846 -1.28886 0.120
H -0.03456 5.41732 -0.62104 0.122
H 0.94693 6.48389 -1.56271 0.115
H 1.39273 4.20373 -2.41499 0.086
H 1.33063 5.44977 -3.63479 0.092
H 0.51662 3.80685 -3.87784 0.092
C -5.57276 -7.51499 -10.45067 -0.157
O -5.38086 -6.29819 -11.05137 -0.196
C -5.74495 -6.22483 -12.45356 -0.151
C -5.57983 -4.83382 -13.06875 -0.192
O -6.42949 -3.85318 -12.48528 -0.154
C -6.33837 -2.46681 -12.82521 -0.172
C -7.14898 -1.70308 -11.76259 -0.160
O -6.39078 -1.65412 -10.51577 -0.188
C -6.50089 -2.76934 -9.65130 -0.105
H -6.63348 -7.75119 -10.36592 0.086
H -5.28238 -7.74834 -9.42630 0.084
H -5.01820 -8.24792 -11.03665 0.083
H -6.82927 -6.32774 -12.49555 0.128
H -5.07433 -6.94685 -12.91945 0.129
H -5.94421 -4.97504 -14.08628 0.118
H -4.54384 -4.60611 -13.31969 0.124
H -6.77832 -2.22719 -13.79326 0.114
H -5.27756 -2.24291 -12.93768 0.126
H -8.19044 -2.02266 -11.79886 0.124
H -7.24598 -0.65104 -12.03075 0.116
H -5.57197 -2.61096 -9.10346 0.085
H -6.37989 -3.76037 -10.08869 0.074
H -7.30983 -2.61050 -8.93821 0.084
C 10.72871 5.40181 6.00117 -0.103
O 9.33642 5.69183 5.83268 -0.211
C 8.54465 5.76424 7.02276 -0.155
C 8.05876 4.36063 7.67804 -0.148
O 7.08575 3.77261 6.80222 -0.180
C 6.17818 2.74356 7.24973 -0.223
C 5.25084 2.49771 6.15584 -0.135
O 4.77108 1.08417 6.35816 -0.209
C 4.09016 0.63912 7.55471 -0.102
H 10.61105 4.35051 6.26390 0.078
H 11.39400 5.86684 6.72867 0.081
H 11.21034 5.58340 5.04036 0.086
H 7.66535 6.25454 6.60499 0.121
H 9.09281 6.36053 7.75218 0.113
H 7.72372 4.66257 8.67035 0.113
H 8.86824 3.63118 7.70569 0.111
H 5.75509 3.18752 8.15084 0.128
H 6.83597 1.90576 7.48106 0.136
H 5.84174 2.59595 5.24519 0.133
H 4.48959 3.27784 6.15421 0.127
H 3.15234 1.18835 7.63798 0.079
H 4.60761 0.77824 8.50391 0.075
H 3.87561 -0.41899 7.40472 0.085
C -5.99854 -3.18110 -1.02912 -0.149
O -6.18013 -4.22569 -1.90480 -0.201
C -5.48153 -5.47026 -1.76875 -0.134
C -3.91463 -5.22305 -2.05194 -0.144
O -3.51313 -4.68838 -3.35548 -0.159
C -3.60037 -5.72347 -4.35318 -0.180
C -2.80546 -5.32219 -5.62067 -0.193
O -1.44092 -5.05910 -5.38109 -0.180
C -1.02053 -3.87061 -4.78591 -0.104
H -6.72982 -2.47382 -1.42040 0.096
H -5.03827 -2.67350 -0.93785 0.075
H -6.13668 -3.37544 0.03448 0.084
H -5.98819 -5.94669 -2.60803 0.112
H -5.68001 -5.97220 -0.82176 0.119
H -3.41452 -6.17270 -1.86178 0.107
H -3.47527 -4.58331 -1.28657 0.113
H -4.67699 -5.87969 -4.42097 0.119
H -3.10896 -6.65278 -4.06512 0.118
H -3.42896 -4.59287 -6.13784 0.120
H -2.85622 -6.20908 -6.25231 0.122
H -1.54952 -3.06032 -5.28758 0.093
H 0.06303 -3.75436 -4.80896 0.086
H -1.23397 -4.07981 -3.73768 0.080
```

The calculation puts the electronic energy at -4073.082157 Ha. The charge is 0. The molecular weight comes out at 1035.2 g/mol. The gap between HOMO and LUMO comes out at 9.758 eV. As for the spin multiplicity: 1. As for the SMILES: CCOP(=O)(OCC)OCC.CCOP(=O)(OCC)OCC.COCCOCCOC.COCCOCCOC.COCCOCCOC.COCCOCCOC.COCCOCCOC. The energy above the lowest of the compared OMol25 structures with the same formula, charge and spin is 194.6 kcal/mol.

2.
ORCA calculation (ωB97M-V/def2-TZVPD) on a molecular structure, C42H105N7O18SSn2 in a non-equilibrium geometry.

```
175
Properties=species:S:1:pos:R:3:lowdin_charge:R:1
Sn 14.15454 -58.02207 -2.18028 1.440
Sn 21.86230 -54.11491 0.16071 1.159
S 16.46119 -53.80259 0.67499 0.165
O 16.40389 -52.34025 0.70097 -0.213
O 17.41984 -54.24308 1.64832 -0.224
O 15.12404 -54.36385 0.89888 -0.250
O 16.96133 -54.27760 -0.59040 -0.260
C 22.32023 -49.86627 2.76552 -0.125
O 22.03323 -49.77638 1.40053 -0.195
C 20.88657 -48.99348 1.16733 -0.231
C 20.73275 -48.51106 -0.27062 -0.192
N 20.20992 -49.57456 -1.12985 -0.077
C 19.74366 -49.12289 -2.41735 -0.228
C 20.65467 -48.21802 -3.21596 -0.207
O 21.94614 -48.72120 -3.63580 -0.201
C 22.53310 -48.11310 -4.77138 -0.098
H 22.60239 -48.90521 3.19547 0.096
H 23.15889 -50.54498 2.92076 0.085
H 21.45891 -50.29196 3.28034 0.088
H 20.81761 -48.13685 1.83782 0.126
H 20.00914 -49.59398 1.40738 0.119
H 21.70233 -48.14280 -0.60587 0.128
H 20.04373 -47.67146 -0.36248 0.122
H 19.38426 -49.92296 -0.66401 0.097
H 18.77300 -48.68157 -2.19117 0.123
H 19.38956 -49.95898 -3.02041 0.115
H 20.66256 -47.21429 -2.79102 0.122
H 20.03177 -48.13734 -4.10680 0.114
H 23.35728 -48.68241 -5.20116 0.094
H 22.58692 -47.02704 -4.69609 0.093
H 21.71435 -48.28480 -5.47014 0.074
C 29.18684 -59.93525 3.36752 -0.078
O 28.42418 -58.73156 3.15893 -0.212
C 27.90299 -58.49720 1.88027 -0.233
C 27.10985 -57.16748 1.81976 -0.180
N 25.74166 -57.20300 2.34850 -0.070
C 25.66984 -57.45753 3.76711 -0.210
C 24.25895 -57.62550 4.35944 -0.224
O 23.61502 -56.37450 4.25126 -0.209
C 22.47797 -56.24555 5.07451 -0.112
H 29.82062 -60.13027 2.50243 0.085
H 28.59443 -60.84069 3.49915 0.079
H 29.70527 -59.92780 4.32631 0.090
H 27.23794 -59.33082 1.65469 0.114
H 28.67815 -58.70000 1.14129 0.115
H 27.05872 -56.80195 0.79414 0.108
H 27.67584 -56.44109 2.40295 0.121
H 25.16125 -57.82901 1.80874 0.101
H 26.22504 -56.70574 4.32805 0.131
H 26.19599 -58.37160 4.04232 0.108
H 24.26754 -58.02683 5.37283 0.122
H 23.68564 -58.43697 3.91120 0.115
H 22.64738 -56.29731 6.15002 0.094
H 21.78514 -57.01089 4.72474 0.086
H 22.07829 -55.25311 4.86606 0.082
C 15.17858 -60.48222 1.93022 -0.086
O 14.99928 -61.10796 0.63241 -0.216
C 14.43826 -62.42680 0.77716 -0.226
C 14.85073 -63.26253 -0.42470 -0.220
N 14.14928 -62.80863 -1.61739 -0.078
C 14.66095 -63.37629 -2.86837 -0.178
C 13.66353 -63.01910 -4.02005 -0.225
O 13.49046 -61.64718 -4.09572 -0.234
C 12.61552 -61.13328 -5.09202 -0.091
H 14.22695 -60.19320 2.37629 0.089
H 15.86588 -59.64261 1.82647 0.082
H 15.65398 -61.20435 2.59401 0.085
H 13.35681 -62.51967 0.87684 0.122
H 14.76436 -62.98527 1.65458 0.119
H 14.56481 -64.30029 -0.25321 0.123
H 15.93737 -63.27657 -0.50896 0.127
H 13.21804 -63.18486 -1.51086 0.110
H 14.77782 -64.44965 -2.71893 0.119
H 15.65792 -62.95982 -3.01221 0.118
H 12.72279 -63.55274 -3.88470 0.126
H 14.10421 -63.37021 -4.95313 0.123
H 12.68810 -60.04711 -5.14744 0.071
H 11.56506 -61.41089 -5.00511 0.093
H 12.96964 -61.49950 -6.05565 0.090
C 15.85892 -55.00639 10.10557 -0.089
O 15.66115 -55.39448 8.74267 -0.196
C 14.49281 -54.90979 8.10711 -0.233
C 14.73797 -53.74409 7.19963 -0.250
N 15.23454 -52.62746 7.94808 -0.039
C 15.83130 -51.68490 7.01230 -0.199
C 16.60537 -50.65904 7.89064 -0.299
O 17.67561 -51.25615 8.48127 -0.155
C 18.32964 -50.27515 9.26955 -0.096
H 16.66255 -55.67610 10.41178 0.088
H 14.98928 -55.27118 10.70699 0.088
H 16.12300 -53.95359 10.20558 0.079
H 13.84144 -54.47119 8.86304 0.117
H 13.94058 -55.74104 7.66874 0.121
H 13.78121 -53.56205 6.71018 0.124
H 15.43284 -53.97751 6.39293 0.112
H 16.08497 -52.95810 8.38115 0.083
H 15.11602 -51.12999 6.40520 0.121
H 16.55570 -52.13468 6.33331 0.113
H 15.86024 -50.16645 8.51533 0.122
H 16.81752 -49.79903 7.25545 0.116
H 17.64195 -49.71464 9.90280 0.095
H 18.95128 -49.58318 8.70135 0.087
H 19.06235 -50.85076 9.83516 0.090
C 14.32028 -43.71551 3.20826 -0.110
O 13.72874 -44.33252 2.04702 -0.188
C 13.87223 -45.77338 2.04310 -0.227
C 12.91806 -46.40277 1.09052 -0.245
N 12.75939 -47.78308 1.45291 -0.079
C 11.97944 -48.47102 0.37696 -0.175
C 10.55470 -47.94126 -0.01288 -0.215
O 10.57686 -46.83753 -0.89619 -0.217
C 9.31795 -46.10038 -1.12367 -0.063
H 13.59177 -43.60505 4.01149 0.085
H 14.64437 -42.73039 2.87266 0.082
H 15.24058 -44.12319 3.62651 0.079
H 13.70125 -46.10135 3.06842 0.119
H 14.90677 -46.02434 1.80893 0.119
H 13.37765 -46.37707 0.10250 0.121
H 11.98191 -45.84460 1.07794 0.131
H 13.66978 -48.21992 1.43123 0.102
H 11.99419 -49.52737 0.64531 0.107
H 12.67130 -48.42094 -0.46382 0.104
H 9.97137 -47.75555 0.88897 0.120
H 10.04177 -48.71061 -0.59004 0.111
H 8.65571 -46.00132 -0.26358 0.077
H 8.67574 -46.63678 -1.82220 0.077
H 9.52884 -45.07282 -1.41990 0.086
C 7.89088 -55.67818 1.93863 -0.091
O 7.86113 -56.97149 1.31870 -0.203
C 8.95410 -57.80538 1.70290 -0.216
C 8.75541 -59.22353 1.13226 -0.237
N 9.20591 -59.31545 -0.20945 -0.069
C 8.74006 -60.56049 -0.81586 -0.184
C 7.40882 -60.21055 -1.50794 -0.227
O 7.62238 -59.36444 -2.62885 -0.198
C 6.45596 -59.20421 -3.38445 -0.116
H 7.96006 -55.77913 3.02175 0.087
H 6.92528 -55.19539 1.78822 0.089
H 8.69156 -55.07530 1.51021 0.085
H 9.18109 -57.84279 2.76835 0.117
H 9.82210 -57.27723 1.30828 0.111
H 7.69714 -59.47516 1.20183 0.123
H 9.35206 -59.86180 1.78397 0.119
H 8.65666 -58.55750 -0.58884 0.091
H 8.62511 -61.43128 -0.17042 0.122
H 9.40043 -60.91167 -1.60876 0.104
H 6.70670 -59.71556 -0.83705 0.124
H 6.97755 -61.16125 -1.82143 0.122
H 5.60912 -58.90303 -2.76781 0.093
H 6.22604 -60.11189 -3.94244 0.091
H 6.64630 -58.41447 -4.11122 0.089
C 16.34883 -58.40303 -6.82446 -0.094
O 15.99317 -57.22943 -6.06855 -0.223
C 15.77558 -56.15713 -6.99095 -0.218
C 15.27235 -54.93689 -6.17537 -0.214
N 13.85484 -55.12737 -5.87865 -0.055
C 13.40559 -53.90568 -5.11471 -0.193
C 11.90822 -54.03129 -4.89367 -0.232
O 11.58090 -55.15387 -4.10070 -0.208
C 10.23704 -55.16615 -3.70488 -0.119
H 17.21820 -58.21121 -7.45335 0.090
H 15.51061 -58.68633 -7.46104 0.089
H 16.59552 -59.16363 -6.08369 0.083
H 15.14164 -56.42607 -7.83587 0.123
H 16.69618 -55.81840 -7.46619 0.119
H 15.34379 -54.04204 -6.79360 0.116
H 15.82928 -54.72530 -5.26259 0.119
H 13.36488 -55.10537 -6.76158 0.107
H 13.55393 -52.97727 -5.66621 0.121
H 13.99681 -53.82715 -4.20236 0.118
H 11.48017 -54.14007 -5.89019 0.129
H 11.63678 -53.10467 -4.38791 0.130
H 9.51941 -55.03037 -4.51400 0.094
H 9.98757 -54.38888 -2.98258 0.090
H 10.03127 -56.11120 -3.20224 0.082
```

The calculation puts the electronic energy at -4226.162097 Ha. The charge is +2. The molecular weight comes out at 1265.8 g/mol. The gap between HOMO and LUMO comes out at 1.431 eV. As for the spin multiplicity: 1. The energy above the lowest of the compared OMol25 structures with the same formula, charge and spin is 475.2 kcal/mol.